No. 1
Entry from the Open Molecules 2025 dataset: a cluster of 2 separate species, C6H12ClN in total at a distorted geometry (the ωB97M-V functional and the def2-TZVPD basis).

Summary:
HOMO level (alpha / beta)   -8.5782 / -7.4098 eV
Relative energy (zero: lowest compared OMol25 entry of this formula, charge and spin)   680.81 kJ/mol
Total energy   -750.51362 hartree

The geometry in ORCA input format:
```
! RIJCOSX wB97M-V def2-TZVPD def2/J DEFGRID3
* xyz 0 1
C 1.45385 -2.17003 1.17985
C 0.81043 -0.98628 1.28460
C -2.50483 0.02211 0.39978
C 1.66879 0.86382 -1.57768
C -1.17218 0.12969 -0.30179
C -0.33079 1.35942 -0.30275
N 0.97881 1.55711 -0.50363
Cl 1.14166 0.03469 2.59261
H 2.35817 -2.18791 1.61627
H 1.23406 -2.84710 0.40154
H -2.43075 0.23141 1.55457
H -3.23897 0.75829 0.14977
H -2.79723 -1.00134 0.20947
H 2.34823 0.00659 -1.33644
H 0.88359 0.25811 -2.13037
H 2.11259 1.71473 -2.25952
H -0.76503 -0.63962 -0.99907
H -0.04802 -0.85743 0.72927
H -0.94929 1.58044 -1.21666
H -0.75310 2.17328 0.51018
*
```



No. 2
Entry from the Open Molecules 2025 dataset: a structure of composition C3H3FeO2 at a distorted geometry (the ωB97M-V functional and the def2-TZVPD basis).

Summary:
HOMO level (alpha / beta)   -13.2229 / -15.3330 eV
<S²>   12.0148
Relative energy (zero: lowest compared OMol25 entry of this formula, charge and spin)   361.09 kJ/mol
Total energy   -1529.73487 hartree

The geometry in ORCA input format:
```
! RIJCOSX wB97M-V def2-TZVPD def2/J DEFGRID3
* xyz 1 7
C -1.27075 0.48369 0.52791
C -1.62681 -0.69228 -0.35426
H -2.09674 -1.53748 0.18467
H -1.90137 0.63723 1.41370
H -2.21000 -0.55448 -1.28073
O 1.49567 -0.33483 0.57955
C 0.31897 -0.81081 0.71175
O -0.24232 -1.07493 -0.63293
Fe 0.46694 1.05765 -0.79580
*
```



Q: Among the records above, which one has the highest total energy?
A: C6H12ClN



What did the second record say?
Entry from the Open Molecules 2025 dataset: a structure of composition C3H3FeO2 at a distorted geometry (the ωB97M-V functional and the def2-TZVPD basis).

Summary:
HOMO level (alpha / beta)   -13.2229 / -15.3330 eV
<S²>   12.0148
Relative energy (zero: lowest compared OMol25 entry of this formula, charge and spin)   361.09 kJ/mol
Total energy   -1529.73487 hartree

The geometry in ORCA input format:
```
! RIJCOSX wB97M-V def2-TZVPD def2/J DEFGRID3
* xyz 1 7
C -1.27075 0.48369 0.52791
C -1.62681 -0.69228 -0.35426
H -2.09674 -1.53748 0.18467
H -1.90137 0.63723 1.41370
H -2.21000 -0.55448 -1.28073
O 1.49567 -0.33483 0.57955
C 0.31897 -0.81081 0.71175
O -0.24232 -1.07493 -0.63293
Fe 0.46694 1.05765 -0.79580
*
```



Copy entry 1 word for word.
Entry from the Open Molecules 2025 dataset: a cluster of 2 separate species, C6H12ClN in total at a distorted geometry (the ωB97M-V functional and the def2-TZVPD basis).

Summary:
HOMO level (alpha / beta)   -8.5782 / -7.4098 eV
Relative energy (zero: lowest compared OMol25 entry of this formula, charge and spin)   680.81 kJ/mol
Total energy   -750.51362 hartree

The geometry in ORCA input format:
```
! RIJCOSX wB97M-V def2-TZVPD def2/J DEFGRID3
* xyz 0 1
C 1.45385 -2.17003 1.17985
C 0.81043 -0.98628 1.28460
C -2.50483 0.02211 0.39978
C 1.66879 0.86382 -1.57768
C -1.17218 0.12969 -0.30179
C -0.33079 1.35942 -0.30275
N 0.97881 1.55711 -0.50363
Cl 1.14166 0.03469 2.59261
H 2.35817 -2.18791 1.61627
H 1.23406 -2.84710 0.40154
H -2.43075 0.23141 1.55457
H -3.23897 0.75829 0.14977
H -2.79723 -1.00134 0.20947
H 2.34823 0.00659 -1.33644
H 0.88359 0.25811 -2.13037
H 2.11259 1.71473 -2.25952
H -0.76503 -0.63962 -0.99907
H -0.04802 -0.85743 0.72927
H -0.94929 1.58044 -1.21666
H -0.75310 2.17328 0.51018
*
```



Repeat the second record exactly.
Entry from the Open Molecules 2025 dataset: a structure of composition C3H3FeO2 at a distorted geometry (the ωB97M-V functional and the def2-TZVPD basis).

Summary:
HOMO level (alpha / beta)   -13.2229 / -15.3330 eV
<S²>   12.0148
Relative energy (zero: lowest compared OMol25 entry of this formula, charge and spin)   361.09 kJ/mol
Total energy   -1529.73487 hartree

The geometry in ORCA input format:
```
! RIJCOSX wB97M-V def2-TZVPD def2/J DEFGRID3
* xyz 1 7
C -1.27075 0.48369 0.52791
C -1.62681 -0.69228 -0.35426
H -2.09674 -1.53748 0.18467
H -1.90137 0.63723 1.41370
H -2.21000 -0.55448 -1.28073
O 1.49567 -0.33483 0.57955
C 0.31897 -0.81081 0.71175
O -0.24232 -1.07493 -0.63293
Fe 0.46694 1.05765 -0.79580
*
```